Record 1
This record from OMol25 describes one molecule with the formula C4H7N at a distorted geometry. The level of theory is the ωB97M-V functional and the def2-TZVPD basis.

Output
energy relative to the best compared isomer or geometry (same formula, charge and spin): 4.203 eV
frontier orbital gap: 8.52 eV
LUMO: 0.0290 Ha
E_tot: -211.20622 Ha

CARTESIAN COORDINATES (ANGSTROEM)
C -0.66 -0.05 -0.14
C 1.24 0.59 0.65
C 1.45 -0.59 -0.34
C -2.03 0.14 0.01
N 0.05 -0.94 -0.67
H 1.21 1.52 0.12
H 1.47 0.51 1.66
H 2.08 -0.48 -1.32
H 2.10 -1.35 0.09
H -2.44 -0.47 0.82
H -2.28 -0.06 -1.04
H -2.20 1.17 0.18

Record 2
This record from OMol25 describes an isolated ion of composition C3H4N3O4 and charge +1 at a distorted geometry. The level of theory is the ωB97M-V functional and the def2-TZVPD basis.

Output
energy relative to the best compared isomer or geometry (same formula, charge and spin): 1.538 eV
net charge: +1
SMILES: [NH+]#CC[N+](=O)C(=O)N([O-])O
frontier orbital gap (spin up / spin down): 6.75 / 7.39 eV
LUMO (spin up / spin down): -0.2203 / -0.2223 Ha
E_tot: -581.35146 Ha

CARTESIAN COORDINATES (ANGSTROEM)
N 3.43 -0.47 0.42
C 2.56 0.22 0.02
C 1.35 0.71 -0.32
N -0.03 -0.05 0.00
O 0.14 -1.22 0.27
C -1.32 0.69 0.03
O -1.25 1.89 0.18
N -2.40 -0.17 0.10
O -3.50 0.28 0.29
O -2.23 -1.46 -0.11
H 4.25 -1.07 0.47
H 1.38 0.86 -1.43
H 0.86 1.64 0.00
H -3.23 -1.86 0.08

Record 3
This record from OMol25 describes one molecule with the formula C19H23NO at a distorted geometry. The level of theory is the ωB97M-V functional and the def2-TZVPD basis.

Output
energy relative to the best compared isomer or geometry (same formula, charge and spin): 2.297 eV
SMILES: CC(C)=NC[C@@H](C)C(O)(c1ccccc1)c1ccccc1
frontier orbital gap: 9.59 eV
LUMO: 0.0300 Ha
E_tot: -867.75348 Ha

CARTESIAN COORDINATES (ANGSTROEM)
C 5.45 2.35 -1.29
C 4.46 1.66 -0.38
C 4.78 1.64 1.09
N 3.35 1.12 -0.83
C 2.35 0.41 -0.02
C 0.93 1.05 -0.16
C 0.35 0.77 -1.55
C -0.07 0.57 0.94
O 0.46 1.06 2.16
C -1.45 1.29 0.97
C -1.74 2.54 0.28
C -2.92 3.27 0.48
C -3.94 2.71 1.24
C -3.67 1.52 1.96
C -2.47 0.83 1.81
C -0.20 -0.97 1.01
C 0.47 -1.72 2.01
C 0.32 -3.13 2.15
C -0.60 -3.76 1.32
C -1.31 -3.00 0.35
C -1.09 -1.65 0.15
H 4.91 3.05 -1.92
H 5.88 1.64 -1.98
H 6.19 2.93 -0.75
H 4.04 2.26 1.60
H 5.78 2.03 1.26
H 4.74 0.56 1.47
H 2.33 -0.62 -0.36
H 2.62 0.39 1.04
H 1.05 2.16 -0.02
H 0.94 1.33 -2.30
H -0.71 1.05 -1.61
H 0.48 -0.28 -1.79
H -0.24 1.08 2.80
H -0.94 3.01 -0.33
H -3.10 4.24 0.03
H -4.89 3.24 1.32
H -4.42 1.08 2.64
H -2.35 -0.10 2.41
H 1.16 -1.20 2.68
H 0.89 -3.67 2.95
H -0.83 -4.85 1.37
H -2.05 -3.47 -0.28
H -1.65 -1.12 -0.63

Record 4
This record from OMol25 describes a 2-piece molecular cluster, CH5OS overall at a distorted geometry. The level of theory is the ωB97M-V functional and the def2-TZVPD basis.

Output
energy relative to the best compared isomer or geometry (same formula, charge and spin): 0.474 eV
net charge: -1
frontier orbital gap: 6.89 eV
LUMO: 0.1601 Ha
E_tot: -514.53946 Ha

CARTESIAN COORDINATES (ANGSTROEM)
O -1.57 0.29 1.64
H -1.39 0.60 2.50
C 0.96 0.97 -0.88
S 0.35 -0.81 -0.54
H 2.05 1.06 -0.79
H 0.66 1.47 -1.86
H 0.51 1.73 -0.23
H -0.66 -0.07 1.23